(1)
# C40H57BrN4O11P2S2Ti

A molecular structure, C40H57BrN4O11P2S2Ti (ωB97M-V with the def2-TZVPD basis set, the Open Molecules 2025 dataset).

Positions of all 118 atoms, in Å:
Ti -0.395 0.038 -0.569
C 4.603 3.522 4.418
C 3.126 3.183 4.664
C 2.924 2.760 6.126
C 2.310 4.457 4.435
C 2.701 2.043 3.751
C 1.686 2.174 2.836
C 1.291 1.100 2.018
N 0.329 1.169 1.085
C -0.317 2.365 0.829
C -0.877 3.246 1.743
C -1.378 4.466 1.309
C -1.241 4.803 -0.035
C -0.715 3.942 -0.990
C -0.310 2.662 -0.565
O 0.195 1.723 -1.330
C -0.602 4.316 -2.464
C 0.862 4.155 -2.906
C -1.019 5.765 -2.747
C -1.503 3.382 -3.279
C -2.079 5.371 2.312
C -3.213 4.571 2.966
C -2.678 6.621 1.660
C -1.078 5.827 3.383
C 2.042 -0.150 2.034
O 1.709 -1.044 1.207
C 3.128 -0.243 2.981
C 3.382 0.817 3.820
C 4.019 -1.481 3.010
C 3.173 -2.710 3.356
C 4.620 -1.661 1.612
C 5.174 -1.394 4.019
H 4.907 4.360 5.047
H 5.248 2.675 4.635
H 4.749 3.799 3.376
H 3.210 3.568 6.800
H 1.878 2.520 6.298
H 3.515 1.882 6.371
H 2.632 5.233 5.130
H 2.440 4.828 3.421
H 1.255 4.266 4.605
H 1.192 3.118 2.689
H -0.996 2.926 2.766
H -1.582 5.772 -0.361
H 1.494 4.874 -2.385
H 1.210 3.154 -2.669
H 0.960 4.317 -3.980
H -0.412 6.466 -2.176
H -0.882 5.983 -3.806
H -2.067 5.920 -2.505
H -1.222 2.342 -3.137
H -2.536 3.477 -2.956
H -1.443 3.615 -4.342
H -3.758 4.018 2.207
H -2.826 3.837 3.666
H -3.890 5.235 3.502
H -3.390 6.338 0.891
H -3.201 7.215 2.410
H -1.904 7.245 1.217
H -0.660 4.969 3.898
H -0.261 6.387 2.931
H -1.567 6.461 4.124
H 4.169 0.727 4.551
H 2.344 -2.772 2.660
H 3.760 -3.625 3.277
H 2.785 -2.634 4.371
H 3.814 -1.732 0.892
H 5.237 -0.805 1.348
H 5.226 -2.565 1.565
H 4.807 -1.328 5.043
H 5.786 -2.294 3.941
H 5.814 -0.537 3.815
O -3.239 -1.307 -1.826
P -2.644 0.024 -2.476
O -3.177 0.343 -3.804
O -1.130 -0.059 -2.315
O -3.135 1.173 -1.416
P -3.173 0.835 0.168
O -4.410 -0.189 0.277
O -3.390 2.052 0.939
O -1.927 -0.037 0.398
H -2.456 -2.017 -1.969
H -4.298 -0.788 -0.480
C 2.707 -1.933 -1.852
S 2.258 -0.168 -1.727
C 1.601 0.018 -3.414
H 3.650 -2.038 -2.385
H 1.902 -2.456 -2.359
H 2.798 -2.310 -0.841
H 0.765 -0.668 -3.542
H 2.398 -0.166 -4.132
H 1.236 1.037 -3.498
C 0.022 -1.111 4.740
N -0.715 -1.809 3.730
C -0.423 -3.027 3.163
C -1.309 -3.244 2.169
N -2.164 -2.167 2.138
C -1.787 -1.266 3.086
S -2.578 0.107 3.543
H 0.145 -1.738 5.628
H -0.564 -0.220 4.982
H 1.003 -0.809 4.363
H 0.383 -3.631 3.521
H -1.418 -4.082 1.514
H -2.782 -1.907 1.384
Br 0.017 -8.126 -1.685
C 0.379 -6.415 -0.873
C 1.204 -6.384 0.248
N 1.547 -5.212 0.810
C 1.059 -4.107 0.314
C 0.154 -4.044 -0.777
C -0.158 -5.286 -1.415
C -0.480 -2.830 -1.184
O -1.345 -2.867 -2.128
O -0.169 -1.712 -0.571
H 1.593 -7.283 0.704
H 1.346 -3.181 0.789
H -0.797 -5.292 -2.282

Computed properties:
Total charge = -2
E_LUMO (spin up / spin down) = 3.79 / 3.32 eV
ΔE to the lowest compared entry with this formula, charge and spin = 128.6 kJ/mol
2S+1 = 3
E_HOMO (spin up / spin down) = -0.5 / -2.7 eV
⟨S²⟩ = 2.046



(2)
# C18H14Cl2N4O2S

C18H14Cl2N4O2S in the gas phase (ωB97M-V with the def2-TZVPD basis set, the Open Molecules 2025 dataset).

Positions of all 41 atoms, in Å:
O 2.752 -1.954 1.628
Cl -4.229 1.880 -1.926
Cl 0.958 1.822 -3.935
N 0.148 -1.727 0.121
N -2.888 -1.339 2.333
O 2.578 0.842 -1.457
S 5.034 -0.068 1.397
C 2.616 -1.275 0.659
C 5.790 1.108 0.379
C 4.929 1.355 -0.649
C 3.657 0.581 -0.626
C 3.632 -0.333 0.388
C -0.611 -1.297 1.138
C -4.194 -1.565 2.332
C -2.094 -1.680 1.212
C -4.780 -2.373 1.354
C -2.691 -2.400 0.140
C -4.043 -2.750 0.183
C -1.949 1.390 -0.335
C -1.552 1.673 -2.715
C -0.557 1.503 -0.194
C -2.478 1.606 -1.640
C -0.093 1.698 -2.528
C 0.390 1.608 -1.243
N 1.416 -1.287 -0.121
N 0.007 -0.620 2.122
C 1.847 1.927 -0.891
H 6.721 1.550 0.516
H 5.194 1.912 -1.570
H -4.761 -1.191 3.063
H -5.765 -2.649 1.322
H -2.031 -2.615 -0.667
H -4.607 -3.279 -0.544
H -2.643 1.428 0.494
H -1.975 2.046 -3.618
H -0.116 1.407 0.815
H 1.482 -0.650 -0.900
H 1.042 -0.606 2.094
H -0.454 -0.560 3.078
H 2.288 2.799 -1.351
H 2.029 2.083 0.141

Computed properties:
E_LUMO = -0.03 eV
ΔE to the lowest compared entry with this formula, charge and spin = 163.3 kJ/mol
SMILES = N/C(=N\NC(=O)c1sccc1OCc1ccc(Cl)cc1Cl)c1ccccn1
E_HOMO = -8.3 eV



(3)
# C37H40MgO2P2

A molecular structure, C37H40MgO2P2 (ωB97M-V with the def2-TZVPD basis set, the Open Molecules 2025 dataset).

Positions of all 82 atoms, in Å:
Mg -0.626 1.455 -2.218
C -2.087 1.450 -3.758
C -1.985 0.189 -3.220
C -1.114 -0.869 -3.836
C 0.350 -0.427 -4.159
C 0.945 0.676 -3.318
C 0.776 2.013 -3.629
C 0.002 2.481 -4.837
C -1.391 1.826 -5.041
C 1.749 -0.170 3.315
H -2.880 2.146 -3.455
H -2.714 -0.178 -2.494
H -1.556 -1.245 -4.775
H -1.085 -1.731 -3.147
H 0.973 -1.324 -4.007
H 0.417 -0.196 -5.237
H 1.731 0.355 -2.621
H 1.359 2.792 -3.106
H 0.586 2.337 -5.765
H -0.158 3.570 -4.749
H -2.013 2.557 -5.582
H -1.296 0.955 -5.707
H 1.224 0.747 3.615
H 2.669 -0.278 3.909
H 1.099 -1.036 3.514
P -1.680 -0.972 1.590
P 2.213 -0.150 1.590
C -0.234 -1.325 0.635
C 1.018 -0.815 0.475
C -2.579 -2.515 1.673
C -2.792 -3.216 0.462
C -3.507 -4.415 0.452
C -4.022 -4.928 1.647
C -3.787 -4.257 2.852
C -3.048 -3.070 2.873
C -2.612 0.253 0.652
C -1.947 1.275 -0.076
C -2.709 2.234 -0.772
C -4.114 2.167 -0.765
C -4.758 1.115 -0.109
C -4.006 0.143 0.569
C 3.705 -1.191 1.533
C 3.554 -2.570 1.764
C 4.670 -3.405 1.765
C 5.941 -2.880 1.510
C 6.100 -1.505 1.309
C 4.988 -0.656 1.333
C 2.718 1.476 1.014
C 2.625 2.584 1.866
C 2.983 3.850 1.402
C 3.416 4.020 0.082
C 3.528 2.912 -0.767
C 3.193 1.637 -0.301
H -0.495 -2.098 -0.104
H 1.510 -1.034 -0.488
H -2.405 -2.823 -0.480
H -3.659 -4.944 -0.491
H -4.595 -5.855 1.635
H -4.178 -4.667 3.783
H -2.839 -2.565 3.817
H -0.844 1.374 -0.005
H -2.209 3.059 -1.312
H -4.699 2.939 -1.281
H -5.848 1.044 -0.110
H -4.503 -0.701 1.063
H 2.562 -2.983 1.943
H 4.551 -4.471 1.963
H 6.808 -3.539 1.474
H 7.094 -1.087 1.133
H 5.122 0.418 1.198
H 2.281 2.443 2.889
H 2.923 4.704 2.077
H 3.671 5.018 -0.288
H 3.888 3.036 -1.791
H 3.326 0.768 -0.950
C -1.860 1.372 4.621
C -1.259 0.997 3.325
O -1.438 -0.397 3.095
O -0.682 1.701 2.528
H -1.557 0.659 5.397
H -2.959 1.357 4.523
H -1.539 2.384 4.884

Computed properties:
E_LUMO (spin up / spin down) = 0.39 / 0.39 eV
ΔE to the lowest compared entry with this formula, charge and spin = 135.0 kJ/mol
E_HOMO (spin up / spin down) = -3.9 / -3.9 eV



(4)
# C2H2N2O2

C2H2N2O2 in the gas phase (ωB97M-V with the def2-TZVPD basis set, the Open Molecules 2025 dataset).

Positions of all 8 atoms, in Å:
C -0.509 1.076 0.103
C 0.541 -1.078 -0.010
H -0.922 1.989 -0.108
H 0.906 -2.162 -0.221
N 0.752 1.282 -0.212
N -0.816 -1.092 -0.138
O -1.371 0.100 0.263
O 1.418 -0.115 0.323

Computed properties:
E_LUMO = -0.07 eV
ΔE to the lowest compared entry with this formula, charge and spin = 558.6 kJ/mol
SMILES = C1=NOC=NO1
E_HOMO = -9.9 eV



(5)
# C4H13BrN2Si

2 unconnected molecules or ions with the total composition C4H13BrN2Si (ωB97M-V with the def2-TZVPD basis set, the Open Molecules 2025 dataset).

Positions of all 21 atoms, in Å:
C -2.879 -0.349 0.766
C -1.432 -1.719 -0.606
C 1.480 -0.160 0.785
C 1.990 1.743 -0.540
N -1.608 -0.460 0.069
N 0.943 0.846 -0.123
Si -0.687 0.812 -0.554
Br 5.267 -0.026 0.713
H -3.065 0.777 0.850
H -3.631 -0.645 0.022
H -2.741 -0.752 1.712
H -1.034 -2.656 0.029
H -2.518 -1.974 -1.011
H -0.707 -1.665 -1.420
H 2.280 -0.655 0.121
H 2.121 0.417 1.529
H 0.688 -0.750 1.124
H 2.386 2.412 0.420
H 2.890 1.110 -0.910
H 1.676 2.399 -1.298
H -1.418 1.296 -1.678

Computed properties:
E_LUMO (spin up / spin down) = -2.43 / -2.43 eV
ΔE to the lowest compared entry with this formula, charge and spin = 413.9 kJ/mol
E_HOMO (spin up / spin down) = -6.4 / -6.4 eV



(6)
# C30H44N4OP2PtSi

A molecular structure, C30H44N4OP2PtSi (ωB97M-V with the def2-TZVPD basis set, the Open Molecules 2025 dataset).

Positions of all 83 atoms, in Å:
Pt 1.805 -3.995 1.042
C 3.075 -3.277 -0.575
C 2.760 -2.130 0.189
C 1.729 -1.088 -0.175
C 0.349 -1.332 0.468
C 0.037 -2.801 0.626
C 0.258 -3.755 -0.429
C 0.837 -3.425 -1.797
C 2.375 -3.582 -1.877
C 0.656 -5.008 2.355
H 4.102 -3.640 -0.483
H 3.548 -1.758 0.851
H 1.617 -0.972 -1.263
H 2.081 -0.114 0.211
H 0.331 -0.884 1.480
H -0.463 -0.833 -0.093
H -0.771 -3.050 1.319
H -0.333 -4.681 -0.375
H 0.525 -2.416 -2.121
H 0.387 -4.150 -2.502
H 2.596 -4.632 -2.127
H 2.784 -2.957 -2.690
H 1.075 -5.987 2.634
H -0.359 -5.119 1.953
H 0.571 -4.369 3.247
P -3.185 3.245 0.050
P -0.271 4.170 -0.160
N -4.219 2.253 -0.975
N -4.490 3.989 0.980
N 0.380 3.760 -1.741
N 0.999 5.311 0.284
C -2.837 4.618 -1.163
C -1.569 5.373 -0.714
C -3.827 0.956 -1.358
C -4.644 0.538 -2.387
C -5.559 1.604 -2.676
C -5.271 2.647 -1.812
C -4.684 3.667 2.335
C -5.697 4.470 2.832
C -6.134 5.329 1.770
C -5.380 5.017 0.648
C 0.933 2.498 -2.005
C 1.278 2.445 -3.345
C 0.906 3.696 -3.938
C 0.352 4.481 -2.939
C 1.617 6.322 -0.468
C 2.265 7.180 0.402
C 2.021 6.712 1.736
C 1.237 5.584 1.645
H -3.687 5.315 -1.252
H -2.678 4.141 -2.144
H -1.215 6.052 -1.504
H -1.778 5.980 0.181
H -3.012 0.478 -0.829
H -4.589 -0.411 -2.891
H -6.326 1.605 -3.432
H -5.721 3.624 -1.699
H -4.060 2.915 2.797
H -6.075 4.456 3.834
H -6.894 6.085 1.822
H -5.377 5.449 -0.342
H 1.005 1.774 -1.206
H 1.731 1.613 -3.846
H 1.019 3.987 -4.964
H -0.077 5.471 -2.979
H 1.551 6.318 -1.549
H 2.838 8.047 0.121
H 2.370 7.165 2.647
H 0.821 4.918 2.392
C 5.494 -7.148 1.338
Si 3.655 -6.932 1.813
C 2.668 -8.397 1.104
C 3.534 -7.261 3.683
O 3.376 -5.446 1.252
H 5.989 -8.096 1.593
H 6.066 -6.338 1.816
H 5.582 -7.009 0.250
H 3.152 -9.350 1.384
H 1.632 -8.468 1.470
H 2.630 -8.376 0.006
H 4.059 -6.504 4.280
H 2.508 -7.338 4.073
H 4.018 -8.228 3.909

Computed properties:
E_LUMO (spin up / spin down) = 0.33 / -2.78 eV
ΔE to the lowest compared entry with this formula, charge and spin = 0.0 kJ/mol
2S+1 = 3
E_HOMO (spin up / spin down) = -5.9 / -8.6 eV
⟨S²⟩ = 2.012